Density functional theory data (the ωB97M-V functional and the def2-TZVPD basis) for C58H55CsN8O3S2Sb as an isolated structure at a distorted geometry.

Calculated values
Energy relative to the best compared isomer or geometry (same formula, charge and spin) ... 2.7116 eV
Charge ... -1
2S+1 ... 1
HOMO energy ... -3.890 eV
Max |F| ... 4.28 eV/A
Energy ... -3963.6210 hartree
HOMO-LUMO gap ... 5.335 eV

```
128
Properties=species:S:1:pos:R:3:forces:R:3
Cs -1.253 -0.801 0.134 -0.790 -0.082 -0.257
C -1.402 5.634 0.241 -0.734 -0.378 1.672
C -1.892 4.179 -0.057 0.819 0.598 0.367
C -1.600 3.761 -1.445 -0.494 -1.076 -0.954
C -1.786 4.610 -2.532 -0.440 0.020 -0.640
C -1.544 4.115 -3.832 1.104 -2.447 1.307
C -1.077 2.765 -3.931 0.206 1.077 1.142
C -0.848 2.012 -2.746 -0.479 0.706 -1.169
N -1.183 2.469 -1.564 0.005 1.468 0.869
N -0.953 5.785 1.647 -0.414 0.781 -1.214
C -1.715 6.409 2.684 0.137 0.913 0.281
C -2.080 5.422 3.797 -0.137 1.678 1.158
C -3.049 4.441 3.751 -0.106 -0.142 -2.002
C -3.150 3.461 4.697 -0.517 -0.067 0.342
C -2.472 3.689 5.860 0.458 -0.581 1.761
C -1.613 4.788 5.931 -0.760 -0.239 0.841
N -1.419 5.656 4.948 0.537 -0.714 -0.183
C 0.169 5.031 2.103 -0.913 -1.365 0.995
C 1.353 5.114 1.224 2.014 2.716 -0.396
C 1.765 6.408 0.720 -0.703 -0.679 0.335
C 2.992 6.520 0.099 0.015 0.299 0.505
C 3.730 5.381 -0.057 1.022 -2.677 -0.181
C 3.281 4.101 0.409 -0.466 2.849 -0.983
N 2.121 4.045 1.085 0.219 -1.178 -0.520
H -2.215 6.397 0.035 1.002 -0.823 0.242
H -0.527 5.860 -0.355 -0.023 0.049 -0.575
H -2.933 4.068 0.192 -0.640 0.058 0.021
H -1.373 3.416 0.537 0.040 0.465 0.251
H -2.231 5.614 -2.371 0.600 -0.654 -0.164
H -1.567 4.717 -4.710 -0.398 0.418 -0.448
H -0.768 2.296 -4.849 -0.114 0.150 -0.397
H -0.372 1.037 -2.737 -0.293 -0.098 -0.548
H -2.590 6.929 2.276 -0.057 -0.446 -0.118
H -1.088 7.261 3.107 -0.739 -1.103 0.134
H -3.742 4.366 2.929 0.234 0.068 -0.589
H -3.793 2.607 4.513 -0.106 0.104 0.282
H -2.651 3.087 6.787 0.455 0.366 -1.116
H -1.159 4.959 6.911 0.213 0.312 -0.425
H -0.069 3.941 2.157 0.115 0.365 0.270
H 0.380 5.351 3.173 0.135 -0.287 -1.300
H 1.123 7.296 0.820 0.161 -0.650 0.184
H 3.482 7.453 -0.199 -0.731 -0.122 -0.014
H 4.681 5.441 -0.591 -0.209 -0.130 0.200
H 3.807 3.202 0.072 -0.267 0.130 0.726
S -4.897 -1.881 2.728 0.189 -1.220 1.091
C -5.431 -0.733 1.612 1.336 -0.110 0.096
C -6.779 -0.456 1.462 0.032 0.874 -0.585
C -7.094 0.598 0.634 -2.779 1.186 0.467
C -6.163 1.344 -0.028 2.711 -0.485 -0.482
C -4.802 0.963 0.193 -0.958 0.695 -0.278
N -4.438 -0.029 0.970 -0.662 -0.046 0.153
H -7.510 -0.986 2.044 -0.091 -0.103 0.035
H -8.138 1.042 0.625 0.960 -1.086 -0.220
H -6.381 2.072 -0.788 -0.243 0.407 0.187
H -3.955 1.543 -0.191 -0.364 -0.033 -0.389
N -0.135 -6.671 -10.211 -0.045 1.293 0.910
C -0.120 -5.768 -9.475 0.226 -2.939 -3.103
C -0.070 -4.774 -8.527 -0.340 1.185 1.842
C 0.934 -4.825 -7.569 0.298 1.031 1.278
C 0.842 -3.987 -6.435 2.219 -1.375 -0.283
C -0.205 -3.137 -6.203 -1.987 0.399 -0.225
C -1.328 -3.263 -7.066 0.599 0.620 -2.226
C -1.191 -3.963 -8.321 -1.231 0.308 2.262
C -0.295 -2.131 -5.106 -0.101 0.776 3.117
C 0.858 -1.304 -4.774 -0.169 -0.352 -0.397
C 1.961 -1.131 -5.692 -1.282 0.083 -0.543
C 2.700 -0.068 -5.225 -0.021 -0.736 1.199
C 2.190 0.226 -3.940 -2.207 -0.609 0.212
N 1.033 -0.456 -3.645 1.695 -0.252 -1.689
C -1.516 -2.097 -4.317 1.220 0.213 -0.316
C -2.476 -3.141 -4.286 -1.901 0.557 -0.427
C -3.571 -2.681 -3.530 1.748 -1.519 -0.482
C -3.127 -1.472 -2.962 1.413 0.755 -1.349
N -1.929 -1.074 -3.445 -0.484 -0.600 0.305
H 1.826 -5.456 -7.645 -0.616 0.066 -0.215
H 1.686 -4.097 -5.723 -0.723 0.520 -0.391
H -2.225 -2.642 -6.854 0.788 -0.622 -0.301
H -2.059 -4.056 -9.002 0.703 0.250 0.441
H 2.024 -1.674 -6.648 0.148 0.556 0.553
H 3.577 0.384 -5.592 0.863 0.269 -0.677
H 2.572 0.945 -3.219 -0.007 -0.062 -0.146
H -2.447 -4.023 -4.904 -0.025 -0.222 0.161
H -4.471 -3.248 -3.367 -0.161 0.132 0.273
H -3.678 -0.828 -2.310 -0.249 0.287 0.386
O 0.766 1.310 0.805 0.145 -1.097 1.005
H 0.872 0.819 1.664 -0.056 0.671 -0.894
H 1.179 2.168 0.936 0.232 0.507 0.198
O 1.533 -1.160 -0.898 1.119 0.806 -0.489
H 2.026 -0.400 -0.520 -0.688 -0.489 -0.127
H 1.516 -0.928 -1.875 -0.497 -0.436 0.652
O -3.589 -3.268 0.292 -0.609 0.576 0.707
H -3.259 -4.161 0.243 -0.059 -0.415 0.192
H -4.136 -3.148 1.147 0.964 -0.025 -1.092
S 0.263 -1.070 3.357 0.762 -0.475 -0.293
Sb 1.952 -2.600 3.104 0.469 -0.226 0.294
C 2.289 -3.422 5.022 1.093 -0.314 -0.477
C 2.888 -4.666 5.247 -1.152 -1.271 0.283
C 3.037 -5.181 6.549 0.797 1.803 0.126
C 2.862 -4.236 7.599 -0.627 -0.136 -0.470
C 2.435 -2.902 7.357 0.708 -2.338 -0.590
C 2.162 -2.514 6.052 0.261 0.888 0.577
C 3.981 -1.749 2.806 -1.621 -0.040 -1.919
C 4.255 -1.336 1.479 1.456 -0.157 1.049
C 5.468 -0.723 1.130 -0.118 -0.265 3.258
C 6.376 -0.410 2.209 -1.068 -0.107 -1.030
C 6.011 -0.760 3.514 0.962 -0.180 -0.881
C 4.863 -1.475 3.810 -0.100 0.125 0.253
C 1.657 -4.381 1.870 -0.359 0.846 -0.778
C 2.140 -4.365 0.562 -0.463 -1.149 -0.545
C 1.835 -5.408 -0.369 0.087 0.501 2.413
C 1.011 -6.456 0.108 0.690 0.335 -1.726
C 0.510 -6.466 1.381 -1.007 -0.239 1.248
C 0.774 -5.383 2.221 0.145 -0.621 0.624
H 3.089 -5.367 4.433 -0.107 0.413 -0.025
H 3.463 -6.193 6.681 -0.463 0.750 0.169
H 3.008 -4.509 8.641 0.093 -0.178 -0.191
H 2.367 -2.292 8.220 -0.145 0.893 0.396
H 2.006 -1.459 5.788 -0.595 -0.441 0.371
H 3.588 -1.625 0.716 -0.753 0.017 -0.914
H 5.650 -0.529 0.115 0.478 0.414 -1.109
H 7.334 0.112 2.026 -0.721 -0.436 0.072
H 6.729 -0.598 4.294 0.176 0.274 0.382
H 4.668 -1.804 4.815 -0.013 -0.022 0.317
H 2.677 -3.489 0.302 0.696 0.327 -0.827
H 2.333 -5.430 -1.328 -0.418 0.085 -0.137
H 0.709 -7.231 -0.589 0.227 -0.098 0.095
H -0.150 -7.302 1.771 0.849 1.182 -0.725
H 0.309 -5.372 3.182 -0.235 -0.002 0.620
```
Forces are in eV/Å.

Here are the Löwdin charges for atoms 1 to 99, given in e: Cs 0.82; C -0.13; C -0.12; C -0.30; C -0.04; C -0.05; C -0.03; C -0.14; N 0.10; N -0.19; C -0.15; C -0.26; C -0.03; C -0.06; C -0.08; C -0.16; N 0.10; C -0.16; C -0.25; C 0.00; C -0.10; C -0.08; C -0.09; N 0.09; H 0.14; H 0.09; H 0.11; H 0.10; H 0.11; H 0.08; H 0.09; H 0.06; H 0.12; H 0.13; H 0.11; H 0.12; H 0.12; H 0.10; H 0.12; H 0.15; H 0.12; H 0.11; H 0.10; H 0.11; S 0.49; C -0.86; C -0.15; C -0.14; C -0.11; C -0.19; N -0.02; H 0.08; H 0.11; H 0.08; H 0.08; N 0.15; C -0.22; C -0.28; C -0.01; C -0.03; C -0.19; C 0.01; C 0.01; C -0.01; C -0.24; C -0.07; C -0.12; C -0.18; N 0.02; C -0.28; C -0.08; C -0.08; C -0.20; N 0.06; H 0.12; H 0.13; H 0.13; H 0.12; H 0.10; H 0.06; H 0.10; H 0.09; H 0.08; H 0.08; O -0.22; H -0.05; H -0.02; O -0.23; H 0.02; H 0.01; O -0.21; H 0.00; H -0.08; S -0.02; Sb 1.26; C -0.39; C -0.12; C -0.07; C -0.08